No. 1
14
Properties=species:S:1:pos:R:3:forces:R:3:lowdin_charge:R:1 method="wB97M-V/def2-TZVPD" smiles=CC(C)(I)CI homo_lumo_gap_ev=8.309 e_homo_ev=-9.27 energy_ha=-752.5432 max_force_ev_per_a=4.02
C -0.085 -0.273 -1.368 -2.392 -0.888 -3.110 -0.190
C -0.222 0.115 0.039 -1.457 -0.031 0.241 -0.787
C -0.213 -1.074 0.926 -1.542 -2.146 -0.029 -0.178
I -2.564 1.103 0.354 1.647 -0.710 -0.243 0.443
C 0.594 1.350 0.447 -0.865 -2.035 1.785 -0.638
I 2.725 0.910 0.213 -0.338 0.243 0.125 0.762
H 0.948 -0.428 -1.490 1.472 -0.479 -0.458 0.003
H -0.367 0.512 -2.073 0.234 0.403 0.238 0.076
H -0.654 -1.181 -1.889 1.032 1.541 2.091 0.145
H -0.415 -0.856 1.932 0.588 0.530 1.651 0.055
H 0.521 -1.862 0.773 1.411 0.900 0.066 0.092
H -1.005 -1.851 0.786 -0.486 1.280 -0.762 0.098
H 0.317 2.137 -0.248 0.280 0.474 0.685 0.034
H 0.420 1.399 1.597 0.417 0.917 -2.280 0.083

***

No. 2
27
Properties=species:S:1:pos:R:3:forces:R:3:mulliken_spin:R:1 method="wB97M-V/def2-TZVPD" charge=+2 homo_lumo_gap_ev="10.197 / 6.913" e_homo_ev="-17.73 / -18.21" energy_ha=-481.8022 spin_multiplicity=2 max_force_ev_per_a=4.93 s_squared=0.77
C 2.244 1.558 -0.811 -0.362 3.893 1.923 -0.003
C 1.656 0.895 -1.972 -2.186 -0.260 -3.016 -0.002
N 2.480 0.589 0.317 0.319 -2.943 3.942 0.003
H 3.162 2.123 -1.039 0.132 -0.875 0.133 0.000
H 1.627 2.480 -0.359 0.762 -2.376 -0.874 0.000
H 1.096 1.580 -2.719 1.177 -0.469 1.474 0.000
H 0.836 0.212 -1.715 0.221 -0.116 0.283 0.004
H 2.947 -0.356 -0.003 -1.083 2.232 0.542 -0.001
H 3.029 0.864 1.223 -0.186 0.307 -2.527 0.000
H 1.611 0.294 0.951 1.556 0.649 -2.660 0.014
H 2.334 0.349 -2.649 0.132 0.126 0.665 0.000
C -2.890 -0.970 -1.339 -1.885 -1.801 -2.077 0.049
C -1.097 0.656 1.492 -0.224 2.138 1.461 0.033
C -0.259 -0.410 1.917 -1.392 -0.848 -0.722 0.330
C -1.879 0.553 0.376 -0.554 2.085 -0.581 0.096
C -1.946 -0.662 -0.349 1.204 -0.394 2.615 0.210
C -0.339 -1.648 1.263 -1.654 0.687 -1.860 -0.020
C -1.142 -1.739 0.145 0.616 0.484 1.158 0.144
O 0.557 -0.255 2.929 0.715 1.134 0.277 0.042
H -1.156 1.544 2.243 0.200 -1.388 -1.812 0.000
H -2.475 1.442 -0.009 0.641 -1.274 0.829 -0.003
H 0.066 -2.532 1.631 1.152 -1.205 0.736 0.000
H 0.255 -0.676 3.727 0.094 -0.631 1.003 0.012
H -3.969 -1.277 -0.960 2.016 0.637 -0.500 0.066
H -2.486 -1.815 -1.966 -0.773 0.565 0.613 0.008
H -1.279 -2.666 -0.331 0.057 -1.127 -0.492 -0.003
H -2.983 -0.131 -1.993 -0.696 0.771 -0.532 0.019

***

No. 3
18
Properties=species:S:1:pos:R:3:forces:R:3:lowdin_charge:R:1 method="wB97M-V/def2-TZVPD" charge=+2 homo_lumo_gap_ev=6.197 e_homo_ev=-16.64 energy_ha=-459.2029 max_force_ev_per_a=4.78
H -4.933 -0.679 -1.752 0.057 0.105 -0.111 0.132
O -1.874 -0.909 -2.069 1.990 -0.527 0.365 -0.142
C -2.881 -0.281 -1.748 -1.839 0.815 -0.091 -0.199
H -2.831 0.410 -0.887 -0.056 -0.149 -0.125 0.154
H -4.434 0.635 -2.806 -0.022 -0.130 0.093 0.132
C -4.156 -0.378 -2.472 0.303 -0.136 0.041 0.016
H -4.102 -1.073 -3.315 -0.040 0.160 0.192 0.114
C 2.430 -0.908 -0.246 3.040 0.172 1.913 -0.454
O 1.555 0.077 0.263 -0.806 -0.812 -1.272 -0.297
Y 0.305 -1.133 -1.318 1.562 1.047 1.442 2.144
O 3.510 -0.809 0.351 -2.385 -2.326 -3.072 0.011
C 2.610 0.841 1.372 -1.018 4.180 2.093 -0.097
C 2.311 0.393 2.786 -0.464 -1.134 -0.626 -0.056
H 2.145 1.812 1.160 -0.606 -0.317 0.240 0.114
H 3.650 1.158 1.236 -0.069 -1.437 -0.800 0.136
H 1.230 0.276 2.943 0.275 0.203 0.059 0.083
H 2.690 1.142 3.494 0.022 -0.068 -0.361 0.113
H 2.775 -0.577 3.008 0.055 0.354 0.022 0.095